# 1
Formula: C37H40BrFN4O5PtS2
Source: the Open Molecules 2025 dataset
Level of theory: ωB97M-V with the def2-TZVPD basis set

For the calculated total energy, the calculation gives -5618.12533 Ha. The max |F| comes out at 1.58 eV/A. As for the relative energy (zero: lowest compared OMol25 entry of this formula, charge and spin): 0.000 eV. The LUMO energy (alpha / beta) is -4.845 / -4.897 eV.

ORCA input file:
```
! wB97M-V def2-TZVPD RIJCOSX def2/J DEFGRID3
* xyz 2 3
H -4.084 2.032 0.144
C 2.933 2.208 0.302
S -2.189 0.576 -1.353
C 0.709 -1.976 -1.229
C 1.396 6.862 -2.095
H 2.425 4.458 0.626
C 0.706 -7.582 0.033
Br 0.744 8.081 -3.389
H -5.628 3.887 -0.812
H 1.836 -6.658 1.506
O -1.608 1.920 -0.965
C -4.507 3.271 3.272
H 4.910 -3.276 1.530
C -5.305 4.185 2.572
C 1.740 -4.049 -0.703
C -3.676 4.113 -1.777
H -2.628 2.291 3.486
H 0.282 5.183 -2.831
H 5.456 -2.739 -0.918
H 3.430 6.770 0.605
C 1.883 0.194 -0.945
H -5.275 5.523 0.854
C 2.808 -6.248 -0.964
Pt 0.333 2.900 -0.936
C -3.913 0.978 -1.754
C -2.688 3.598 1.764
H -4.862 2.782 4.158
H 0.973 -8.269 -0.748
C 3.028 0.846 -0.350
H -3.863 -1.628 -0.465
H -0.135 -1.438 -1.655
O 1.748 2.513 0.690
C -1.447 0.043 1.213
C -2.337 -1.785 2.547
H -3.874 4.846 -2.579
N 4.163 -1.261 -0.209
C 2.932 -3.376 -0.395
O 0.879 0.784 -1.385
F -0.501 -3.959 -1.536
C 5.697 -2.583 1.239
H 1.946 -8.315 1.530
C -1.473 -0.702 2.403
H -0.779 -0.426 3.198
H 6.641 -3.066 1.178
H -0.712 0.863 1.062
H -0.191 -7.949 0.539
H -4.373 -0.004 -1.829
C 0.616 -3.330 -1.105
H 6.228 -1.242 -0.340
H -6.285 4.473 2.903
C -3.208 -1.348 0.329
H 3.887 -6.949 0.769
C -4.749 4.811 1.451
H 2.602 -6.747 -1.910
H 3.666 -5.614 -1.138
H -5.443 3.154 -2.344
C 5.434 -1.978 -0.140
C 2.164 5.190 -0.132
C -3.208 3.015 2.885
C -3.175 -2.124 1.486
O -1.382 4.894 -0.542
C 4.116 0.083 -0.071
N 1.695 -5.463 -0.542
H -1.660 3.390 1.458
C 2.679 6.470 -0.130
C -2.340 -0.268 0.213
N 1.367 4.712 -1.124
H 5.034 0.554 0.257
H -3.852 1.374 -2.748
O 3.948 2.867 0.478
C 2.291 7.319 -1.136
N 1.894 -7.499 0.942
H 0.028 -6.316 -1.549
C -4.639 1.926 -0.774
C -4.910 3.325 -1.408
C 0.422 -6.193 -0.551
S -2.854 5.184 -0.507
C 3.110 -7.298 0.103
C 3.028 -1.973 -0.531
H 5.639 -1.796 2.013
H -3.854 -2.986 1.560
H -2.284 -2.383 3.441
H 2.621 8.363 -1.180
H 3.399 -8.193 -0.391
H -0.347 -5.618 0.004
C -3.441 4.513 1.054
H -5.600 1.449 -0.553
C 1.888 -1.266 -0.926
C 0.973 5.556 -2.080
H 3.778 -3.936 -0.077
H -2.821 3.480 -2.049
*
```

Atomic partial charges in e from the Löwdin method, atoms 1 to 6: 0.087, -0.625, 1.044, 0.093, -0.652, 0.091



# 2
Formula: C5H12NO3
Source: the Open Molecules 2025 dataset
Level of theory: ωB97M-V with the def2-TZVPD basis set

For the calculated total energy, the calculation gives -478.22206 Ha. The max |F| comes out at 3.10 eV/A. As for the relative energy (zero: lowest compared OMol25 entry of this formula, charge and spin): 1.810 eV. The LUMO energy is 3.678 eV.

ORCA input file:
```
! wB97M-V def2-TZVPD RIJCOSX def2/J DEFGRID3
* xyz -1 1
H 0.357 2.099 -1.780
H -1.604 -1.208 1.754
C -1.347 -0.129 1.830
H -1.782 0.258 2.740
C -0.432 1.379 -2.020
C 0.299 0.639 0.227
H 0.145 1.730 0.378
H -1.985 0.223 0.992
H 1.389 -2.267 0.087
C 1.820 0.451 -0.048
O 2.173 -0.787 -0.079
N 0.079 0.089 1.580
H 0.187 -2.412 0.866
H 0.350 -0.530 -1.626
C -0.385 0.108 -1.138
H 0.650 -0.772 1.622
H -0.552 1.035 -3.062
O 0.707 -3.008 0.327
H -1.297 1.995 -1.726
H -1.330 -0.331 -0.775
O 2.559 1.436 -0.149
*
```

Atomic partial charges in e from the Löwdin method, atoms 1 to 6: 0.070, 0.073, -0.148, 0.052, -0.122, -0.295



# 3
Formula: C3H11NO3
Source: the Open Molecules 2025 dataset
Level of theory: ωB97M-V with the def2-TZVPD basis set

For the calculated total energy, the calculation gives -401.24987 Ha. The max |F| comes out at 3.84 eV/A. As for the relative energy (zero: lowest compared OMol25 entry of this formula, charge and spin): 4.440 eV. The SMILES is NC=O.CC.OO. The LUMO energy is 0.657 eV.

ORCA input file:
```
! wB97M-V def2-TZVPD RIJCOSX def2/J DEFGRID3
* xyz 0 1
H -0.271 -2.615 -1.753
O -0.973 2.955 0.571
O -1.808 0.072 -1.091
H 0.327 -1.601 1.221
H 2.071 0.903 0.904
H -1.484 -2.369 -0.540
H -0.281 -0.376 -2.350
N -0.936 -2.006 -1.307
C 1.136 0.354 0.806
C 1.226 -1.017 1.458
H -0.676 3.863 0.467
H 0.364 0.960 1.268
H 1.322 -0.915 2.525
H 0.775 0.133 -0.302
O -0.694 2.397 -0.707
C -0.878 -0.663 -1.468
H -1.300 1.503 -0.792
H 2.078 -1.577 1.092
*
```

Atomic partial charges in e from the Löwdin method, atoms 1 to 6: 0.107, -0.118, -0.011, 0.047, 0.071, 0.116



# 4
Formula: C29H38N2O2OsP3
Source: the Open Molecules 2025 dataset
Level of theory: ωB97M-V with the def2-TZVPD basis set

For the calculated total energy, the calculation gives -2501.53852 Ha. The max |F| comes out at 6.32 eV/A. As for the relative energy (zero: lowest compared OMol25 entry of this formula, charge and spin): 1.533 eV. The LUMO energy (alpha / beta) is -9.237 / -12.167 eV.

ORCA input file:
```
! wB97M-V def2-TZVPD RIJCOSX def2/J DEFGRID3
* xyz 3 5
H 4.428 -0.869 -0.729
C 2.624 0.368 3.094
H -1.603 1.707 -5.739
H -0.237 -4.525 3.694
C -3.169 -1.659 -1.615
C -2.731 3.164 2.722
H -3.205 0.864 0.105
H 2.601 2.176 -4.940
Os 0.023 -0.220 -1.213
C -0.079 -1.758 5.697
C -0.019 -1.148 3.338
H 2.449 -0.604 3.533
H -0.220 -2.015 -2.043
H -2.563 -2.494 -1.981
H -1.958 -0.924 -4.216
H 3.184 -1.630 0.332
C 1.448 1.117 -3.497
C -3.818 1.043 3.134
H -2.447 2.077 -0.920
C -0.824 0.856 -3.979
H 1.048 2.748 1.180
H 3.322 0.156 0.262
C -2.009 0.089 -3.593
C -0.102 -2.501 2.973
C -0.725 1.600 -5.133
H -2.988 0.496 -4.057
H -4.795 2.956 3.350
H 4.641 0.485 3.795
C 3.416 -0.774 -0.315
O -0.360 -2.845 -2.819
O -1.427 -2.111 -4.957
C -0.172 -3.465 3.974
C 3.852 0.994 3.245
C -0.002 -0.773 4.694
H -0.114 -2.758 1.914
H -1.084 -2.527 -4.138
H -0.071 -1.470 6.739
P -2.160 -0.164 -1.856
H 2.698 -3.058 -2.108
H 3.211 3.902 1.579
C 0.494 2.081 -5.506
H -3.373 -1.755 -0.543
C 2.583 -2.179 -2.751
C 4.076 2.258 2.716
H 5.033 2.760 2.852
C 1.621 1.857 -4.701
C -3.891 2.427 3.102
P 0.014 0.160 2.097
C -0.162 -3.111 5.313
H 0.062 0.272 4.983
N -0.018 -0.289 0.502
H -0.278 -3.827 -2.805
C -2.669 0.370 2.812
H -4.092 -1.534 -2.187
H -2.252 -2.380 -5.344
H -2.620 -0.717 2.852
C -3.040 1.153 -0.944
H -0.219 -3.878 6.100
H 2.979 1.493 -2.025
P 2.172 -0.754 -1.656
H 1.725 -2.320 -3.426
H -0.644 3.073 2.172
C 1.831 2.264 1.789
C 3.061 2.902 1.992
C 2.645 0.689 -2.690
H -2.770 4.248 2.673
C -1.554 2.497 2.429
H 3.507 -1.960 -3.300
H 0.632 2.608 -6.448
H 3.492 0.416 -3.324
C 1.588 1.005 2.373
N 0.216 0.734 -3.112
H -4.710 0.465 3.431
C -1.493 1.101 2.471
H -4.011 1.364 -1.400
*
```

Atomic partial charges in e from the Löwdin method, atoms 1 to 6: 0.082, -0.068, 0.141, 0.126, -0.180, -0.031



# 5
Formula: C44H51AsN5O5S4SiSr
Source: the Open Molecules 2025 dataset
Level of theory: ωB97M-V with the def2-TZVPD basis set

For the calculated total energy, the calculation gives -6506.14345 Ha. The max |F| comes out at 2.66 eV/A. As for the relative energy (zero: lowest compared OMol25 entry of this formula, charge and spin): 2.931 eV. The LUMO energy (alpha / beta) is 3.673 / 3.127 eV.

ORCA input file:
```
! wB97M-V def2-TZVPD RIJCOSX def2/J DEFGRID3
* xyz -2 2
C -3.687 -0.148 -5.149
C -0.070 3.343 -4.870
H 1.763 -1.248 7.710
H -5.951 1.361 -2.934
Sr -0.752 -1.351 -1.065
C -4.079 2.368 -4.824
C 0.779 -5.910 -4.440
H -1.115 1.498 -6.497
C -0.805 -1.433 4.406
H 5.271 -5.571 2.004
C 4.001 -3.836 1.840
H -4.819 2.394 -5.617
H -1.382 2.121 7.360
H -4.182 3.198 -4.099
C 3.220 0.024 1.479
S -0.145 1.176 2.718
H -0.968 3.472 -5.441
O -3.472 0.979 -2.903
O -1.436 0.826 -1.238
C 2.215 -0.491 5.722
H 2.195 -3.094 -0.961
C -0.015 1.849 -4.610
C -0.150 -3.696 -3.515
O -2.188 3.175 -2.233
C -4.888 -0.966 1.343
H 1.555 1.093 0.720
C 3.343 2.307 0.873
H 0.791 3.516 -5.514
C -4.130 0.977 -4.153
H -2.958 5.572 -1.606
H 2.195 1.715 -4.407
C -0.345 3.642 -0.634
C 2.337 -0.762 4.362
H 0.454 3.593 4.643
C 1.260 1.388 -3.908
H -1.309 5.586 -2.440
H -1.017 -4.363 1.539
H -2.666 0.004 -5.385
C -1.590 -2.586 2.529
H 5.239 3.311 1.339
S -3.749 0.006 1.696
H -5.507 -0.369 -3.210
C -1.090 1.518 6.494
H -0.329 0.055 -5.770
C 3.478 -4.740 -0.707
C -0.677 1.037 4.323
C -0.609 3.468 4.916
C 1.907 -1.821 3.534
N -0.886 -0.128 5.039
C -0.205 1.117 -5.994
H 0.617 1.160 -6.678
H 1.250 0.319 -3.892
H -2.432 -2.566 1.849
C 0.607 -4.044 -5.844
C -5.561 0.618 -3.693
C 4.565 -0.001 1.771
H -1.197 3.779 4.053
C 1.146 -3.023 4.031
N 0.706 -3.678 -6.935
C 0.364 -4.524 -4.540
H -4.385 -0.046 -5.996
H -3.707 3.996 -0.091
S -0.594 -2.071 -3.900
H 2.892 3.237 0.513
N -0.780 2.044 5.242
H -0.106 3.989 -4.015
C 0.576 -2.269 6.401
H -1.538 5.943 -0.632
H 0.214 -2.866 7.206
C -0.002 -2.547 5.049
H 0.348 3.458 -1.465
H 5.070 -0.902 2.074
H -2.390 3.998 1.053
H 2.978 -0.040 3.871
As 2.170 -1.617 1.685
C 4.652 2.390 1.354
H -3.783 -1.106 -4.608
C 2.622 1.156 1.020
Si -2.006 1.573 -2.524
C -1.789 3.902 -1.064
N 1.053 -7.018 -4.391
H -0.056 4.561 -0.112
C 2.810 -3.616 -0.242
H 1.025 -4.780 2.707
C 4.363 -5.452 0.091
H 2.801 0.310 6.028
H 3.243 -5.039 -1.724
C -0.668 -3.645 2.320
S -0.524 -4.305 -1.929
H -6.174 0.510 -4.570
C 5.289 1.202 1.699
H 1.885 -3.606 4.627
C -1.201 0.193 6.398
N -1.548 -1.540 3.370
C 1.529 -1.343 6.646
H 6.337 1.224 1.986
O -1.140 1.451 -3.904
H -3.164 2.485 -5.310
H -2.848 2.496 0.187
C -1.916 5.372 -1.494
C 3.136 -3.101 1.021
C 4.635 -5.001 1.371
H -0.870 4.017 5.791
H -1.461 -0.561 7.136
H 4.852 -6.293 -0.310
H -0.773 -3.324 5.083
H 4.235 -3.478 2.845
O 0.927 -1.431 0.641
C 0.517 -3.884 2.940
C -2.739 3.564 0.105
H 1.260 1.777 -2.851
H -0.157 2.819 0.084
*
```

Atomic partial charges in e from the Löwdin method, atoms 1 to 6: -0.009, -0.024, 0.090, 0.102, 1.144, -0.022



# 6
Formula: C32H91N5O17
Source: the Open Molecules 2025 dataset
Level of theory: ωB97M-V with the def2-TZVPD basis set

For the calculated total energy, the calculation gives -2826.38274 Ha. The max |F| comes out at 3.17 eV/A. As for the relative energy (zero: lowest compared OMol25 entry of this formula, charge and spin): 3.895 eV. The SMILES is COC[C@H](C)N.COC[C@H](C)N.COC[C@H](C)N.COC[C@H](C)N.COC[C@H](C)N.OCCO.OCCO.OCCO.OCCO.OCCO.OCCO. The LUMO energy is 0.283 eV.

ORCA input file:
```
! wB97M-V def2-TZVPD RIJCOSX def2/J DEFGRID3
* xyz 0 1
O -2.983 0.929 6.978
H 0.989 -1.348 -4.953
O 3.925 0.562 -1.635
H -2.146 0.985 2.955
H -1.343 -0.756 -5.305
H -4.942 0.117 0.820
H -1.928 4.348 -2.549
H -2.147 -1.841 -8.591
N -1.420 1.800 4.790
H -5.432 3.543 5.180
H 0.231 -0.143 -3.827
C -4.450 1.057 0.572
C 5.834 -3.787 -1.702
H -1.636 1.752 -1.274
O 4.558 -1.655 -4.640
O 1.103 1.217 -6.082
H 2.810 4.237 2.919
O 1.939 -2.738 3.008
C 4.932 -2.803 -2.449
H 0.365 4.094 2.153
C 5.033 -1.692 -5.997
H -0.772 3.895 -1.327
H -0.743 -3.439 2.316
O -5.106 -4.043 2.918
H -0.243 -5.495 1.261
O -2.507 5.845 -0.693
H -3.346 -4.683 2.025
H -5.004 0.815 3.475
H -2.747 -0.523 -7.904
H 1.155 0.745 -0.800
H -0.240 1.444 0.779
C 5.255 -2.656 -3.956
O -4.048 2.558 4.025
O 2.605 4.211 0.521
H -2.667 -2.359 1.219
C 6.205 1.152 -2.349
H -2.041 -0.068 4.757
H 5.215 -3.625 -4.454
H -0.180 2.227 3.306
H 3.573 -3.686 -1.386
N 3.517 -3.236 -2.289
H 0.955 1.374 2.619
H 6.732 1.854 -2.996
H 2.862 -1.353 -3.549
C -0.069 -4.204 2.702
H -5.114 1.876 5.821
H -3.138 1.426 8.886
H 0.002 -0.385 -1.401
H 4.147 3.011 -0.253
H -4.558 -4.140 0.908
H -3.534 -0.260 8.497
H 1.740 3.636 4.172
C 0.144 0.043 5.069
H -4.748 -3.698 3.740
H -4.664 1.097 7.994
C -1.625 -3.318 -6.559
C -3.051 -0.791 -3.272
O 2.041 -0.959 -3.243
H 6.657 0.172 -2.502
N -2.529 0.623 2.094
N 0.332 2.148 2.440
H 1.634 -1.210 2.178
C 3.541 3.878 -0.518
H -2.990 6.239 0.037
O -2.834 -1.732 -4.343
C -3.638 0.774 8.169
H -0.111 -1.502 0.894
H -1.283 2.460 5.543
C 0.982 -3.613 3.642
H -5.488 2.285 2.764
H -3.690 4.128 -0.611
H -3.003 -0.176 -5.770
H -3.490 -2.242 -6.910
H -3.973 3.159 5.982
H 4.212 4.735 -0.572
H -0.746 -4.910 3.180
H 4.248 -1.313 -6.651
H -1.871 0.865 1.367
O -2.988 -1.978 3.069
H -5.188 1.806 0.281
H 1.948 1.545 -4.214
H -3.761 -1.243 -2.580
H 0.878 3.237 0.023
C -4.706 2.738 5.293
O 6.555 1.791 -1.090
H -3.835 0.887 -0.311
H -2.184 -0.492 -2.684
H 2.777 0.419 -5.287
C 0.750 -0.897 0.609
H 3.047 3.725 -1.477
H 2.120 2.229 0.561
H -0.963 0.913 7.486
H 6.013 1.461 -0.370
C 1.151 -0.498 -4.290
C -1.813 3.777 -1.627
C 0.312 0.128 -0.490
C 1.115 3.304 2.166
H -2.833 -1.036 2.969
H 5.115 -1.863 -1.929
C -2.384 -1.026 -5.482
H 1.581 -4.400 4.099
H -3.330 2.571 1.645
O 1.272 -0.407 1.797
H 2.814 2.523 3.317
H 1.383 -1.656 0.149
H 5.444 -3.629 -0.697
H 5.870 -1.029 -6.213
H -4.353 -1.826 1.671
C -1.307 0.503 5.327
H 5.084 -2.715 -6.371
N -2.029 -1.226 -7.799
C -3.525 -2.506 1.874
O -2.090 2.397 -1.822
H -2.316 4.155 0.485
C -4.594 1.731 3.049
H 4.222 2.148 -2.816
H 2.943 -2.414 -2.169
H 0.532 0.227 4.067
C 2.174 3.398 3.201
O -0.609 1.050 -0.014
C -1.654 0.413 6.806
C 1.657 3.190 0.784
H -1.692 -3.885 -7.488
H -0.548 -3.152 -6.519
H -1.530 -0.628 7.105
H 5.799 -4.857 -1.912
H 2.794 -3.172 2.962
H 4.459 0.582 -3.540
H 0.296 -1.024 5.230
H -1.843 -3.917 -5.675
H 6.288 -2.317 -4.037
H 0.820 0.547 5.760
H 0.526 -3.165 4.525
C -4.129 -3.937 1.889
H 3.066 0.358 -2.013
C -2.642 4.414 -0.522
C 1.797 0.753 -4.947
H -2.396 2.029 4.667
C 4.658 1.165 -2.640
H -3.489 0.168 -3.548
C -2.450 -2.016 -6.677
C -3.627 1.538 1.828
H 1.018 0.438 -6.636
H 6.803 -3.300 -1.807
O 0.472 -4.980 1.642
*
```

Atomic partial charges in e from the Löwdin method, atoms 1 to 6: -0.223, 0.122, -0.077, 0.040, 0.100, 0.058